Entry 1:
{"formula": "C16H30O15", "method": "ωB97M-V/def2-TZVPD", "symbols": ["C", "C", "C", "O", "C", "O", "O", "H", "H", "H", "H", "H", "H", "C", "O", "C", "O", "O", "C", "H", "H", "H", "H", "H", "H", "C", "O", "C", "O", "O", "C", "H", "H", "H", "H", "H", "H", "C", "O", "C", "O", "O", "C", "H", "H", "H", "H", "H", "H", "C", "O", "C", "O", "O", "C", "H", "H", "H", "H", "H", "H"], "positions_angstrom": [[-0.5274, 1.3685, 1.5413], [-0.1413, 2.2175, 0.3680], [0.5911, 3.5455, 0.7360], [1.7082, 3.5707, -0.1676], [1.9316, 2.3285, -0.6461], [2.9054, 1.9840, -1.2375], [0.8801, 1.5346, -0.3620], [0.3482, 1.1476, 2.1439], [-1.0193, 0.4792, 1.1443], [-1.2622, 1.8850, 2.1607], [-0.9387, 2.5842, -0.2790], [0.9370, 3.6203, 1.7639], [0.0041, 4.4215, 0.4667], [-5.1937, -5.3254, -0.3596], [-5.4189, -4.3675, 0.6941], [-4.5128, -3.4309, 0.9680], [-4.7719, -2.4378, 1.5795], [-3.3044, -3.7693, 0.4978], [-2.2800, -2.7838, 0.6046], [-4.3246, -5.9347, -0.1081], [-4.9935, -4.8464, -1.3151], [-6.0921, -5.9291, -0.3533], [-1.5474, -3.0610, 1.3547], [-2.7165, -1.8083, 0.8177], [-1.8009, -2.6721, -0.3633], [1.2163, -1.6245, -1.9734], [0.3858, -2.5689, -1.3185], [0.8239, -3.8300, -1.3252], [1.5062, -4.3378, -2.1737], [0.3658, -4.4420, -0.2300], [0.6221, -5.8550, -0.1835], [0.8229, -0.6404, -1.7372], [1.3988, -1.7907, -3.0329], [2.2281, -1.6043, -1.5444], [0.4889, -6.2949, -1.1682], [-0.0903, -6.2485, 0.5326], [1.6519, -6.0146, 0.1299], [-1.7759, 0.7586, -2.8006], [-1.0680, 1.9865, -3.0191], [-0.1577, 1.9819, -3.9913], [0.1045, 1.0692, -4.7264], [0.4904, 3.1492, -3.9500], [1.7188, 3.1756, -4.6596], [-2.7623, 0.9270, -3.2216], [-1.8881, 0.6761, -1.7142], [-1.2461, -0.1524, -3.0568], [1.5755, 3.3235, -5.7261], [2.3094, 2.2937, -4.4088], [2.3237, 4.0026, -4.2827], [1.1574, 4.7833, 4.8856], [1.3119, 3.5528, 4.2068], [2.5548, 3.2303, 3.8536], [3.5290, 3.9103, 4.0121], [2.5138, 2.0356, 3.2564], [3.7692, 1.3505, 3.1604], [1.3717, 5.6180, 4.2142], [1.8648, 4.8972, 5.7114], [0.1539, 4.8238, 5.2908], [4.3843, 1.4736, 4.0492], [4.3394, 1.7566, 2.3211], [3.5448, 0.3075, 2.9702]], "total_energy_ev": -47790.7916, "orbital_gap_ev": 11.308, "e_homo_ev": -10.83, "e_lumo_ha": 0.0175}

Entry 2:
{"formula": "C16H30O17S4Si2", "method": "ωB97M-V/def2-TZVPD", "symbols": ["C", "C", "C", "C", "C", "C", "C", "Si", "O", "Si", "C", "H", "H", "H", "H", "H", "H", "H", "H", "H", "H", "H", "H", "H", "H", "C", "C", "O", "S", "O", "O", "O", "H", "H", "H", "H", "C", "C", "O", "S", "O", "O", "O", "H", "H", "H", "H", "C", "C", "O", "S", "O", "O", "O", "H", "H", "H", "H", "C", "C", "O", "S", "O", "O", "O", "H", "H", "H", "H"], "positions_angstrom": [[-1.4879, -1.6651, -1.1397], [-0.2221, -0.8554, -1.2693], [1.0122, -1.3372, -0.8336], [2.1396, -0.5309, -0.9011], [2.0561, 0.7584, -1.3987], [0.8298, 1.2666, -1.8482], [0.7304, 2.6917, -2.3329], [-0.1347, 3.7330, -1.0395], [0.9128, 4.0463, 0.2015], [1.0046, 3.1446, 1.5963], [-0.2851, 0.4405, -1.7879], [-2.1027, -1.2336, -0.3401], [-1.2913, -2.7085, -0.8926], [-2.0839, -1.5975, -2.0539], [1.1110, -2.3481, -0.4522], [3.0891, -0.9226, -0.5512], [2.9415, 1.3841, -1.4390], [0.1471, 2.7335, -3.2573], [1.7303, 3.0910, -2.5137], [-1.3375, 3.0429, -0.5246], [-0.5778, 5.0180, -1.6285], [0.6547, 4.0122, 2.7376], [2.3879, 2.6436, 1.7369], [0.0644, 2.0094, 1.5258], [-1.2440, 0.8260, -2.1310], [5.1042, -1.4605, 1.8971], [5.1849, -2.3825, 3.0963], [4.2086, -3.3974, 2.8030], [4.1335, -3.6607, 1.2364], [4.8779, -4.8120, 0.8784], [2.7674, -3.5275, 0.8681], [4.9320, -2.3628, 0.7811], [4.2401, -0.7988, 1.9577], [6.0114, -0.8851, 1.7384], [4.9062, -1.8947, 4.0248], [6.1665, -2.8511, 3.1868], [0.0346, -1.9250, 3.8041], [0.5525, -1.8128, 2.3849], [1.1334, -0.4892, 2.3465], [1.7781, -0.1366, 3.7408], [3.1749, -0.4224, 3.7298], [1.3322, 1.1554, 4.1272], [1.0536, -1.2634, 4.5925], [-0.9127, -1.3995, 3.9311], [-0.0594, -2.9503, 4.1419], [-0.2198, -1.8877, 1.6320], [1.3389, -2.5343, 2.1765], [-4.8518, -5.2205, 2.1347], [-4.2423, -5.1035, 0.7511], [-3.6841, -3.7796, 0.7429], [-3.1415, -3.4053, 2.1920], [-1.7421, -3.6545, 2.2448], [-3.6561, -2.1380, 2.5616], [-3.9002, -4.5563, 2.9849], [-5.8071, -4.6993, 2.2043], [-4.9601, -6.2471, 2.4713], [-4.9738, -5.1760, -0.0477], [-3.4420, -5.8280, 0.5937], [-2.6524, 6.8027, -4.6707], [-3.3342, 6.1877, -5.8776], [-2.3802, 5.2234, -6.3468], [-1.5916, 4.5865, -5.1139], [-2.1862, 3.3542, -4.7365], [-0.2032, 4.6681, -5.3848], [-2.0096, 5.6870, -4.0383], [-1.8943, 7.5323, -4.9587], [-3.3488, 7.2470, -3.9656], [-3.5243, 6.9015, -6.6734], [-4.2576, 5.6737, -5.6061]], "total_energy_ev": -110981.2259, "orbital_gap_ev": 8.536, "e_homo_ev": -8.28, "e_lumo_ha": 0.0093}